1.
{"formula": "C3H2NO2S2", "method": "ωB97M-V/def2-TZVPD", "elements": ["C", "C", "C", "N", "O", "O", "S", "S", "H", "H"], "coordinates": [[1.34224, -0.08091, 0.18364], [-0.72536, 0.11039, 0.91307], [0.66042, -0.21234, -1.17794], [0.53330, 0.07265, 1.20339], [2.53529, -0.22954, 0.24936], [-3.25583, 0.49940, 1.15879], [-1.07928, -0.07029, -0.91882], [-2.00287, 0.28727, 2.02553], [0.92481, 0.72620, -1.72299], [1.06727, -1.10282, -1.91403]], "lumo_ev": [3.5, 2.3], "multiplicity": 3, "homo_lumo_gap_ev": [4.624, 6.860], "s2": 2.01, "total_charge": -1}

***

2.
{"formula": "C21H48BN5O27S7", "method": "ωB97M-V/def2-TZVPD", "elements": ["C", "C", "S", "C", "C", "O", "O", "C", "C", "C", "N", "C", "C", "N", "N", "N", "B", "N", "O", "H", "H", "H", "H", "H", "H", "H", "H", "H", "H", "H", "H", "H", "H", "H", "H", "H", "H", "H", "H", "H", "H", "H", "H", "O", "S", "O", "O", "C", "C", "O", "H", "H", "H", "H", "O", "S", "O", "O", "C", "C", "O", "H", "H", "H", "H", "O", "S", "O", "O", "C", "C", "O", "H", "H", "H", "H", "O", "S", "O", "O", "C", "C", "O", "H", "H", "H", "H", "O", "S", "O", "O", "C", "C", "O", "H", "H", "H", "H", "O", "S", "O", "O", "C", "C", "O", "H", "H", "H", "H"], "coordinates": [[0.10551, 0.59237, 3.59494], [0.71944, 1.78749, 4.51500], [-0.51896, 3.06516, 5.07464], [-0.50233, 4.55807, 3.89446], [-1.79441, 4.32634, 2.87910], [-1.60185, 4.79437, 1.68171], [-2.86694, 3.60722, 3.44975], [-4.09190, 3.48308, 2.67865], [-3.93608, 2.76237, 1.24153], [-2.78302, 1.58576, 1.19166], [-2.90673, 0.89234, -0.16174], [-5.11826, 2.73046, 3.73198], [-6.10577, 1.62387, 3.13313], [-5.44217, 0.32340, 2.67975], [-6.98907, 1.17488, 4.30944], [-7.11876, 2.13954, 2.11034], [-4.86388, 4.93665, 2.38886], [-4.68440, 6.10857, 3.36857], [-5.71049, 5.02790, 1.19146], [0.66994, 0.54985, 2.57365], [-1.03185, 0.68480, 3.38900], [0.25485, -0.47226, 4.07625], [1.62270, 2.30550, 4.00035], [1.12984, 1.27488, 5.48648], [0.47866, 4.47808, 3.28532], [-0.60056, 5.52337, 4.52246], [-4.90146, 2.35773, 0.75843], [-3.53760, 3.58593, 0.49865], [-1.75162, 2.15457, 1.16168], [-2.82362, 0.85906, 2.08893], [-2.82499, 1.63195, -0.90438], [-1.99883, 0.36607, -0.25202], [-5.77794, 3.55447, 4.25362], [-4.50576, 2.24182, 4.60956], [-4.56136, 0.29768, 3.25190], [-5.22109, 0.34871, 1.66682], [-6.93734, 1.90333, 5.06673], [-6.66851, 0.24966, 4.66371], [-8.08169, 1.83760, 2.38857], [-6.93503, 1.59904, 1.22473], [-4.61200, 5.66313, 4.32212], [-3.74305, 6.49221, 3.10474], [-6.59902, 5.36719, 1.50815], [3.14453, -0.56540, 3.23286], [3.33234, 0.33976, 2.12611], [2.95678, 1.72893, 2.17743], [2.66214, -0.33012, 0.80415], [3.65567, -0.48003, -0.21066], [4.97464, -0.64420, 0.53438], [4.88510, 0.24391, 1.64823], [3.65808, 0.42801, -0.82156], [3.42862, -1.34116, -0.84187], [5.83744, -0.39746, -0.08693], [5.08476, -1.66212, 0.92159], [4.08533, -2.99281, -2.13433], [4.76038, -2.56049, -3.33308], [6.12285, -2.09378, -3.33933], [3.82752, -1.44756, -4.06639], [3.50689, -1.88886, -5.38630], [3.52568, -3.41112, -5.31965], [4.61215, -3.73226, -4.45167], [4.27708, -1.51425, -6.06736], [2.53287, -1.50098, -5.69200], [3.66770, -3.86845, -6.30001], [2.60657, -3.79754, -4.86756], [6.33351, -6.85916, -7.77270], [6.24601, -5.42346, -7.68165], [5.00404, -4.70518, -7.80930], [7.32473, -4.78204, -8.71665], [8.23949, -3.95347, -7.99950], [8.30550, -4.54349, -6.59553], [6.97124, -4.95469, -6.30228], [7.83586, -2.93647, -7.98154], [9.21461, -3.94802, -8.49128], [8.65722, -3.82135, -5.85645], [8.94591, -5.43092, -6.57019], [-7.89575, 5.97412, 6.45427], [-8.30624, 4.59630, 6.35451], [-7.37470, 3.49813, 6.37987], [-9.25381, 4.44243, 5.04109], [-10.53258, 3.94285, 5.43125], [-10.73706, 4.42628, 6.86238], [-9.45341, 4.32341, 7.47641], [-10.50010, 2.85000, 5.38481], [-11.30783, 4.31169, 4.75618], [-11.47184, 3.82717, 7.40326], [-11.03874, 5.47832, 6.88411], [3.10406, -1.42231, -9.48905], [4.09125, -2.00303, -10.36467], [5.50058, -1.73283, -10.24421], [3.63745, -1.71811, -11.90100], [3.48485, -2.95815, -12.59108], [3.10202, -3.97320, -11.52036], [3.87543, -3.61609, -10.37612], [4.44472, -3.21268, -13.05080], [2.72245, -2.87042, -13.36814], [3.31531, -4.99961, -11.82432], [2.04391, -3.88533, -11.25392], [3.14427, -5.89541, 6.86923], [3.92427, -5.40689, 5.75982], [4.64805, -6.27628, 4.86885], [4.94530, -4.26982, 6.31911], [4.70856, -3.03868, 5.63646], [3.23716, -3.07103, 5.24090], [2.98190, -4.42448, 4.86751], [5.35387, -3.00923, 4.75312], [4.94302, -2.19200, 6.28524], [3.01345, -2.39440, 4.41428], [2.59432, -2.82874, 6.09329]], "lumo_ev": 0.3, "multiplicity": 1, "homo_lumo_gap_ev": 8.550, "smiles": "CCSCC(=O)O[C@@](CCN)(CC(N)(N)N)B(N)O.O=S1(=O)OCCO1.O=S1(=O)OCCO1.O=S1(=O)OCCO1.O=S1(=O)OCCO1.O=S1(=O)OCCO1.O=S1(=O)OCCO1"}

***

3.
{"formula": "C29H37BN7O2RbSi", "method": "ωB97M-V/def2-TZVPD", "elements": ["Rb", "C", "C", "C", "C", "C", "N", "N", "B", "N", "N", "C", "C", "C", "C", "C", "N", "N", "C", "C", "C", "C", "C", "H", "H", "H", "H", "H", "H", "H", "H", "H", "H", "H", "H", "H", "H", "H", "H", "H", "H", "H", "H", "H", "H", "N", "C", "C", "O", "O", "H", "H", "H", "H", "C", "C", "C", "C", "C", "C", "Si", "C", "C", "C", "C", "C", "C", "H", "H", "H", "H", "H", "H", "H", "H", "H", "H", "H"], "coordinates": [[0.67462, -1.05909, 0.95249], [-2.21749, 0.73037, 2.81897], [-2.91813, 0.26116, 1.58920], [-4.26657, 0.44462, 1.25956], [-4.40907, -0.15487, 0.02190], [-5.65751, -0.24601, -0.78714], [-3.20402, -0.65434, -0.33327], [-2.30863, -0.40226, 0.62181], [-2.84853, -1.37453, -1.65699], [-2.30220, -2.79017, -1.37831], [-1.19848, -3.00539, -0.66096], [-0.97000, -4.30552, -0.63719], [0.19337, -4.91198, 0.06753], [-1.96786, -4.97216, -1.36635], [-2.79800, -3.96792, -1.82486], [-4.02561, -4.11543, -2.66024], [-1.79864, -0.55946, -2.44403], [-0.56370, -0.35772, -1.98270], [0.09454, 0.35559, -2.87736], [1.51671, 0.75256, -2.69690], [-0.73991, 0.63350, -3.96971], [-1.94136, 0.02884, -3.65425], [-3.17722, -0.00147, -4.48936], [-2.94171, 1.11043, 3.53819], [-1.65683, -0.08706, 3.27728], [-1.51791, 1.53079, 2.57389], [-5.02502, 0.94058, 1.83725], [-6.48072, 0.20905, -0.23635], [-5.54100, 0.27622, -1.73606], [-5.91104, -1.28409, -0.99904], [-3.83344, -1.46498, -2.31341], [0.74334, -4.16496, 0.63301], [-0.13743, -5.68899, 0.75595], [0.88091, -5.36514, -0.64735], [-2.06462, -6.03155, -1.52765], [-4.20832, -5.17131, -2.85656], [-4.89511, -3.69949, -2.15205], [-3.91227, -3.59974, -3.61362], [1.87320, 0.40723, -1.72907], [2.13775, 0.32287, -3.48369], [1.62038, 1.83604, -2.73578], [-0.49665, 1.19277, -4.85507], [-3.00546, 0.55206, -5.41202], [-3.44879, -1.02536, -4.74530], [-4.01668, 0.45055, -3.96286], [3.47508, -2.37585, 0.52478], [4.03978, -3.44813, 1.33509], [3.14415, -3.69951, 2.61873], [3.40120, -4.72079, 3.26551], [2.29481, -2.81880, 2.85099], [4.19526, -1.72206, 0.22691], [2.88517, -1.85600, 1.18761], [5.05388, -3.21989, 1.69762], [4.09195, -4.38004, 0.76060], [6.33324, 2.23603, 3.19577], [6.17684, 1.72736, 1.91282], [4.94657, 1.78295, 1.29532], [3.82469, 2.35291, 1.90450], [4.01397, 2.85048, 3.19323], [5.23796, 2.80095, 3.83097], [2.14404, 2.16068, 1.02197], [1.22633, 3.82759, 1.10568], [0.57692, 4.27205, -0.04969], [-0.20644, 5.40617, -0.06917], [-0.39229, 6.14306, 1.09416], [0.21932, 5.71497, 2.26288], [1.00547, 4.57843, 2.25950], [7.29883, 2.19505, 3.68821], [7.02642, 1.29447, 1.39323], [4.83216, 1.37888, 0.29580], [3.17166, 3.28606, 3.71421], [5.33984, 3.20381, 4.83539], [2.72082, 2.43739, -0.37179], [0.70783, 3.70050, -0.95823], [-0.66722, 5.73277, -0.99707], [-0.99751, 7.04523, 1.08324], [0.08300, 6.27593, 3.18482], [1.46742, 4.26313, 3.18489]], "lumo_ev": 4.0, "multiplicity": 1, "homo_lumo_gap_ev": 5.320, "total_charge": -2}

***

Molecular weight in g/mol, matching the order above: 148.188; 1037.904; 640.028
Largest force on an atom in eV/Å, matching the order above: 3.11; 6.41; 1.22